Record 1
Formula: C27H37CaN2O3S4Si2Te
Source: the OMol25 dataset
Level of theory: ωB97M-V/def2-TZVPD

Calculated values
HOMO (eV): -4.58
Strongest force on any atom (eV/A): 0.8
Total charge: -1
Kohn-Sham gap (eV): 6.68

Each line ends with the Löwdin charge.
Geometry (Å):
Ca  1.699  -0.512  -0.624  0.89
S  1.877  -2.835  -2.094  0.43
C  0.327  -3.044  -2.882  -0.73
C  0.276  -3.708  -4.118  -0.14
C  -0.915  -3.957  -4.770  -0.11
C  -2.123  -3.561  -4.206  -0.12
C  -2.105  -2.908  -2.987  -0.13
C  -0.904  -2.631  -2.343  -0.54
S  -0.934  -1.773  -0.783  0.86
C  -1.973  -0.365  -1.240  -0.40
C  -1.712  0.879  -0.430  -0.36
C  -2.628  1.923  -0.558  -0.03
C  -2.380  3.113  0.090  -0.05
C  -1.233  3.219  0.862  -0.02
C  -0.384  2.128  0.952  -0.35
C  0.880  2.235  1.748  -0.38
S  2.369  2.207  0.707  0.92
C  2.003  3.481  -0.478  -0.55
C  2.238  4.794  -0.073  -0.14
C  1.983  5.862  -0.911  -0.12
C  1.503  5.599  -2.191  -0.11
C  1.285  4.303  -2.606  -0.15
C  1.518  3.193  -1.772  -0.72
S  1.179  1.607  -2.418  0.47
N  -0.618  0.972  0.315  0.10
H  1.212  -4.023  -4.559  0.09
H  -0.900  -4.469  -5.725  0.09
H  -3.062  -3.766  -4.704  0.09
H  -3.036  -2.612  -2.517  0.10
H  -3.032  -0.621  -1.156  0.08
H  -1.768  -0.131  -2.287  0.10
H  -3.505  1.791  -1.178  0.12
H  -3.061  3.950  -0.005  0.11
H  -0.980  4.135  1.377  0.11
H  0.982  1.384  2.425  0.04
H  0.868  3.153  2.336  0.08
H  2.633  4.960  0.923  0.10
H  2.169  6.877  -0.582  0.09
H  1.304  6.415  -2.877  0.09
H  0.918  4.105  -3.605  0.09
C  -4.281  -2.257  2.208  -0.19
Si  -4.054  -1.060  3.638  0.37
C  -5.568  -1.161  4.758  -0.19
C  -3.890  0.701  2.997  -0.19
C  -2.502  -1.504  4.627  -0.60
Te  -0.811  -1.180  3.327  1.26
C  0.546  -2.531  4.279  -0.58
Si  0.494  -4.288  3.606  0.40
C  1.978  -5.236  4.278  -0.19
C  -1.094  -5.072  4.257  -0.18
C  0.482  -4.359  1.740  -0.19
H  -5.190  -2.017  1.649  0.03
H  -4.375  -3.287  2.561  0.03
H  -3.436  -2.220  1.517  0.00
H  -6.482  -0.909  4.215  0.02
H  -5.482  -0.474  5.603  0.02
H  -5.688  -2.170  5.159  0.02
H  -4.761  0.985  2.399  0.03
H  -3.013  0.828  2.360  -0.01
H  -3.803  1.418  3.817  0.03
H  -2.539  -2.557  4.915  -0.01
H  -2.397  -0.915  5.538  0.00
H  0.253  -2.538  5.333  0.01
H  1.524  -2.055  4.214  -0.02
H  2.057  -5.143  5.364  0.02
H  2.906  -4.859  3.844  0.03
H  1.907  -6.299  4.037  0.02
H  -1.131  -5.070  5.348  0.03
H  -1.196  -6.105  3.917  0.03
H  -1.962  -4.520  3.886  0.01
H  1.373  -3.936  1.271  0.03
H  -0.379  -3.823  1.331  -0.01
H  0.406  -5.403  1.421  0.04
O  3.283  -0.689  2.899  0.04
N  2.860  -0.935  1.785  -0.60
O  3.588  -0.988  0.768  -0.12
O  1.620  -1.119  1.580  -0.30

=====

Record 2
Formula: C5H5NO
Source: the OMol25 dataset
Level of theory: ωB97M-V/def2-TZVPD

Calculated values
HOMO (eV): -10.09
Strongest force on any atom (eV/A): 0.6
Total charge: 0
Kohn-Sham gap (eV): 10.10

Each line ends with the Löwdin charge.
Geometry (Å):
C  3.004  -0.252  -0.247  0.16
C  1.890  -0.089  0.181  -0.02
C  0.530  0.073  0.679  -0.39
O  0.234  -0.164  1.836  0.10
C  -0.496  0.502  -0.317  -0.25
C  -1.653  -0.433  -0.460  -0.12
N  -1.811  0.843  0.203  0.04
H  3.994  -0.399  -0.624  0.04
H  -0.146  1.072  -1.175  0.14
H  -1.629  -1.341  0.141  0.12
H  -2.134  -0.521  -1.431  0.10
H  -1.783  0.708  1.214  0.10

=====

Record 3
Formula: C20H22N2O3
Source: the OMol25 dataset
Level of theory: ωB97M-V/def2-TZVPD

Calculated values
HOMO (eV): -8.54
Strongest force on any atom (eV/A): 0.9
Total charge: 0
Kohn-Sham gap (eV): 8.63

Each line ends with the Löwdin charge.
Geometry (Å):
N  -3.497  2.678  -6.720  0.16
C  -2.960  2.499  -5.723  -0.20
C  -2.297  2.279  -4.495  -0.24
C  -1.804  3.361  -3.763  -0.02
C  -1.156  3.140  -2.566  -0.02
C  -0.989  1.846  -2.069  -0.17
C  -0.302  1.619  -0.793  -0.19
C  -0.756  0.655  0.102  -0.02
C  -0.119  0.428  1.308  -0.02
C  1.012  1.162  1.644  -0.26
O  1.730  1.058  2.797  -0.04
C  1.501  0.019  3.728  -0.12
C  2.529  -1.112  3.533  -0.34
O  3.834  -0.598  3.620  -0.01
C  2.335  -1.840  2.191  -0.14
N  1.011  -2.416  2.038  -0.17
C  0.807  -3.594  2.869  -0.16
C  -0.628  -4.091  2.691  -0.19
O  -0.904  -4.410  1.349  -0.13
C  -0.686  -3.291  0.526  -0.19
C  0.747  -2.773  0.651  -0.17
C  1.475  2.133  0.751  0.01
C  0.827  2.360  -0.442  -0.02
C  -1.489  0.773  -2.809  -0.02
C  -2.135  0.981  -4.009  -0.02
H  -1.936  4.364  -4.140  0.12
H  -0.792  3.980  -1.994  0.12
H  -1.643  0.085  -0.135  0.11
H  -0.502  -0.337  1.962  0.10
H  0.489  -0.381  3.679  0.12
H  1.664  0.471  4.712  0.14
H  2.436  -1.817  4.364  0.14
H  3.870  0.200  3.076  0.10
H  3.131  -2.599  2.100  0.14
H  2.478  -1.112  1.386  0.13
H  0.965  -3.333  3.916  0.12
H  1.507  -4.402  2.595  0.13
H  -0.792  -5.005  3.265  0.13
H  -1.325  -3.312  3.040  0.13
H  -0.888  -3.616  -0.496  0.13
H  -1.386  -2.486  0.799  0.12
H  0.867  -1.885  0.027  0.12
H  1.443  -3.554  0.299  0.13
H  2.352  2.701  1.021  0.12
H  1.216  3.101  -1.124  0.12
H  -1.350  -0.234  -2.446  0.11
H  -2.515  0.147  -4.581  0.12

=====

Record 4
Formula: C17H29O10V
Source: the OMol25 dataset
Level of theory: ωB97M-V/def2-TZVPD

Calculated values
HOMO (spin up / spin down) (eV): -11.95 / -11.95
⟨S²⟩: 0.837
Multiplicity: 2
Strongest force on any atom (eV/A): 8.1
Total charge: +1
Kohn-Sham gap (spin up / spin down) (eV): 4.43 / 4.40

Each line ends with the Löwdin charge.
Geometry (Å):
O  4.864  1.785  2.021  -0.20
V  4.632  1.589  0.437  1.38
C  1.898  -0.459  0.247  -0.14
O  2.994  0.318  0.689  -0.31
H  1.121  -0.441  1.015  0.09
H  1.390  -0.053  -0.631  0.08
H  2.171  -1.502  0.090  0.09
O  -2.882  1.098  2.125  0.08
C  -3.121  0.814  0.969  -0.53
O  -3.760  1.654  0.154  -0.03
C  -4.471  2.817  0.619  -0.20
C  -3.584  4.012  0.390  -0.06
C  -2.529  -0.392  0.344  0.01
H  -4.815  2.656  1.641  0.12
H  -5.371  2.765  0.004  0.12
H  -4.093  4.934  0.682  0.08
H  -3.309  4.090  -0.660  0.07
H  -2.732  4.003  1.070  0.08
H  -1.443  -0.368  0.432  0.07
H  -2.664  -0.496  -0.733  0.08
H  -2.931  -1.228  0.911  0.09
O  -1.459  -2.412  2.343  0.08
C  -1.440  -2.132  3.520  -0.50
O  -1.898  -2.952  4.451  0.06
C  -1.756  -2.386  5.741  -0.16
C  -0.752  -1.259  5.580  -0.14
C  -1.002  -0.807  4.137  -0.06
H  -1.478  -3.110  6.509  0.13
H  -2.746  -2.093  6.105  0.13
H  0.275  -1.615  5.674  0.12
H  -0.843  -0.470  6.325  0.12
H  -0.117  -0.491  3.593  0.12
H  -1.928  -0.252  3.973  0.12
O  4.085  -4.570  -4.968  0.14
C  3.868  -3.758  -4.116  -0.47
O  2.780  -2.970  -4.230  0.05
C  2.676  -2.107  -3.125  -0.20
C  3.564  -2.697  -2.045  -0.17
C  4.662  -3.470  -2.832  -0.03
H  1.628  -2.021  -2.834  0.13
H  3.008  -1.080  -3.311  0.11
H  3.000  -3.353  -1.382  0.12
H  3.966  -1.866  -1.462  0.09
H  4.946  -4.374  -2.303  0.13
H  5.515  -2.826  -3.035  0.12
O  1.266  4.316  -1.832  0.11
C  0.704  3.284  -2.090  -0.49
O  -0.430  2.934  -1.489  0.03
C  -1.118  1.946  -2.266  -0.13
C  -0.385  1.849  -3.608  -0.14
C  1.024  2.293  -3.246  -0.08
H  -2.151  2.264  -2.366  0.13
H  -0.981  0.941  -1.863  0.11
H  -0.740  2.488  -4.415  0.13
H  -0.343  0.827  -3.983  0.12
H  1.572  2.881  -3.980  0.12
H  1.665  1.448  -2.985  0.10